(1)
112
Properties=species:S:1:pos:R:3:forces:R:3:mulliken_spin:R:1 method="wB97M-V/def2-TZVPD" multiplicity=5 total_energy_ev=-198452.389 largest_force_ev_per_a=1.3 total_charge=+4 gap_ev="5.87 / 4.62" s_squared=6.035
Os -0.60393 -0.43354 -1.12694 0.5 0.2 -0.1 2.129
Te -1.98631 1.92159 -1.83474 0.0 0.5 -0.1 0.181
C -1.97894 3.67175 -0.62108 0.1 -0.3 0.0 0.018
C -3.19391 4.03099 -0.05200 0.0 -0.2 0.0 0.006
C -3.29656 5.25039 0.60461 0.0 0.0 0.0 -0.001
C -2.19507 6.08898 0.69153 0.0 0.0 0.0 0.007
C -0.97699 5.70335 0.14217 0.0 0.0 0.0 0.002
C -0.86193 4.49147 -0.52163 0.1 -0.1 0.0 -0.013
C -1.17110 2.88117 -3.55499 -0.1 -0.3 0.1 0.035
C -2.07403 3.19800 -4.56327 -0.1 -0.1 0.1 -0.026
C -1.64093 3.97331 -5.62984 0.0 0.0 0.0 0.002
C -0.32641 4.41575 -5.68235 0.0 0.0 0.0 0.001
C 0.57127 4.06158 -4.68225 0.0 0.0 0.0 0.003
C 0.15611 3.28549 -3.61047 0.1 -0.1 0.1 0.007
H -4.06047 3.38609 -0.13168 0.0 0.0 0.0 0.000
H -4.24503 5.54886 1.03091 0.0 0.0 0.0 0.000
H -2.28785 7.05447 1.17063 0.0 0.0 0.0 0.000
H -0.11874 6.35821 0.21810 0.0 0.0 0.0 0.000
H 0.08646 4.20965 -0.96332 -0.1 0.0 0.0 0.001
H -3.10451 2.86908 -4.51090 0.0 0.1 0.0 0.003
H -2.34359 4.23788 -6.40868 0.0 0.0 0.0 0.000
H -0.00022 5.04003 -6.50323 0.0 0.0 0.0 0.000
H 1.59911 4.39665 -4.73000 0.0 0.0 0.0 0.000
H 0.86335 3.00241 -2.83911 -0.1 0.1 0.0 0.007
N 1.29929 -2.89910 -6.43417 0.0 0.0 0.0 0.052
C 0.87423 -2.38443 -5.29365 0.0 0.0 0.0 0.034
C 0.16272 -1.15453 -5.24284 0.0 0.0 0.1 0.016
C -0.22777 -0.64756 -4.04359 0.2 0.0 -0.3 0.009
N 0.02045 -1.26857 -2.85445 -0.3 0.4 0.2 0.098
C 0.67458 -2.46557 -2.89326 0.0 -0.2 -0.1 -0.018
C 1.09997 -3.03738 -4.05001 0.0 0.0 0.1 0.029
H 1.13221 -2.43771 -7.31578 0.0 0.0 0.0 -0.002
H 1.82763 -3.75793 -6.46307 0.0 0.0 0.0 -0.002
H -0.06464 -0.60881 -6.14879 0.0 0.0 0.0 -0.001
H -0.76110 0.29280 -4.00442 0.1 0.0 0.0 -0.008
H 0.83785 -2.95402 -1.94169 0.0 0.0 0.0 -0.005
H 1.60667 -3.99276 -4.01961 0.0 0.0 0.0 0.000
C 2.63216 -0.74305 1.06775 -0.2 -0.2 -0.3 0.042
C 3.11824 0.06127 2.27172 0.2 -0.1 0.0 0.080
As 4.30459 -0.97778 3.50248 -0.7 0.5 0.7 0.481
C 3.11972 -2.28090 4.34794 0.3 0.2 -0.2 0.120
C 3.33878 -3.64470 4.20593 0.1 0.0 -0.2 -0.016
C 2.49796 -4.54244 4.85070 0.0 0.0 0.0 0.005
C 1.45348 -4.07003 5.63345 0.0 -0.1 0.0 -0.002
C 1.25077 -2.70316 5.78240 -0.1 0.1 0.1 0.008
C 2.08393 -1.79591 5.14672 0.0 0.0 0.0 -0.004
C 4.71702 0.26529 4.89690 0.0 -0.4 -0.5 0.104
C 4.80626 1.64621 4.66041 0.0 0.1 -0.1 0.046
C 5.01113 2.50035 5.72235 0.0 0.0 -0.2 -0.010
C 5.20084 1.98277 7.00712 0.0 0.0 0.0 0.131
C 5.16353 0.60825 7.23555 0.1 -0.1 0.0 -0.018
C 4.95883 -0.25617 6.18057 0.0 -0.1 0.1 0.066
P 1.29669 0.17624 0.13029 0.7 0.6 1.0 0.233
C -0.01955 0.39096 1.37265 -0.1 -0.3 -0.8 -0.146
C -0.47597 -0.79053 1.99375 0.0 -0.1 0.1 0.062
C -1.46210 -0.72831 2.96336 -0.1 0.0 0.1 0.024
C -2.02884 0.49687 3.29817 0.1 -0.1 0.0 0.007
C -1.60818 1.66257 2.66495 0.0 0.1 -0.1 0.003
C -0.61585 1.61454 1.70194 -0.2 0.2 0.1 0.016
C 2.13147 1.69131 -0.40124 -0.2 -0.2 -0.1 0.022
C 2.29777 2.85078 0.35595 0.0 -0.1 0.1 0.006
C 3.07128 3.88635 -0.14773 0.0 0.1 0.1 0.001
C 3.68855 3.76854 -1.38727 0.0 0.0 0.0 0.006
C 3.52670 2.61392 -2.14275 0.0 0.0 0.0 0.006
C 2.73787 1.58363 -1.65839 -0.1 -0.1 0.1 0.031
H 2.24496 -1.72032 1.36080 0.0 0.0 0.0 0.018
H 3.45152 -0.90643 0.36584 0.0 -0.1 -0.1 0.004
H 2.29173 0.39842 2.89982 0.0 0.0 0.1 0.004
H 3.69145 0.92650 1.94498 0.0 0.1 0.0 -0.016
H 4.16663 -4.01244 3.61205 0.0 0.0 0.0 -0.003
H 2.67534 -5.60490 4.75547 0.0 0.0 0.0 0.000
H 0.80596 -4.77018 6.14439 0.0 0.0 0.0 0.000
H 0.46131 -2.33391 6.42491 0.0 0.0 0.0 0.001
H 1.94364 -0.73116 5.29387 0.0 0.0 0.0 0.003
H 4.71489 2.04343 3.65766 0.0 0.0 0.0 0.003
H 5.05225 3.56743 5.55186 0.0 0.0 0.0 0.002
H 5.41974 2.65655 7.82536 -0.1 0.0 0.0 0.002
H 5.32480 0.21633 8.23045 0.0 0.0 0.0 0.001
H 4.96826 -1.32643 6.34797 0.0 0.0 0.0 0.001
H -0.03547 -1.74932 1.74427 0.0 0.0 0.0 -0.032
H -1.78246 -1.63316 3.46307 0.0 0.0 0.0 0.001
H -2.80259 0.54189 4.05391 0.0 0.0 0.0 0.000
H -2.05611 2.61350 2.92436 0.0 0.0 0.0 0.000
H -0.29943 2.52753 1.22031 0.0 0.0 -0.1 -0.002
H 1.83209 2.95072 1.32893 0.1 0.0 0.0 0.003
H 3.20530 4.78789 0.43608 0.0 0.0 0.0 0.001
H 4.29391 4.58038 -1.76839 0.0 0.0 0.0 0.000
H 4.01549 2.51670 -3.10298 0.0 0.0 0.0 0.000
H 2.58738 0.68400 -2.24841 0.1 0.0 -0.1 -0.017
C -3.51337 -2.13527 0.57131 0.2 0.2 0.1 -0.005
As -2.67294 -1.85339 -1.15725 -1.0 -0.8 0.2 0.061
C -4.14650 -1.12979 -2.19374 0.1 0.3 -0.1 0.023
C -2.45132 -3.68193 -1.92248 0.2 0.2 0.1 0.023
C -3.76641 -4.35815 -2.10975 -0.3 -0.1 0.0 0.016
C -4.36506 -5.04855 -1.05186 0.3 0.1 -0.1 0.010
C -5.55397 -5.72903 -1.24206 -0.2 0.0 -0.1 -0.005
C -6.17387 -5.70837 -2.48661 0.1 0.1 0.0 0.015
C -5.58553 -5.02803 -3.54724 -0.1 0.0 0.1 -0.004
C -4.39583 -4.34757 -3.35654 0.2 0.0 0.1 0.007
H -4.50268 -2.56610 0.42983 0.0 0.0 -0.1 -0.001
H -3.60926 -1.17678 1.08189 0.0 0.0 0.0 0.002
H -2.90998 -2.80192 1.18531 0.0 0.0 -0.1 -0.001
H -4.92549 -1.88999 -2.23822 0.1 -0.1 0.0 0.004
H -3.83793 -0.87518 -3.20727 0.1 0.0 0.0 0.000
H -4.53998 -0.23710 -1.71057 0.1 0.0 0.1 0.003
H -1.81779 -4.22829 -1.22271 0.1 0.1 0.0 0.000
H -1.92626 -3.56048 -2.87035 0.0 0.0 0.0 0.006
H -3.86908 -5.07900 -0.08753 0.0 -0.1 0.0 0.000
H -5.99930 -6.28793 -0.43025 0.0 0.0 0.0 0.000
H -7.11510 -6.22066 -2.63155 0.0 -0.1 0.0 0.000
H -6.05478 -5.04147 -4.52152 0.0 0.0 0.0 0.000
H -3.92713 -3.83297 -4.18928 0.0 0.0 0.0 0.000


(2)
32
Properties=species:S:1:pos:R:3:forces:R:3:nbo_charge:R:1 method="wB97M-V/def2-TZVPD" total_energy_ev=-31951.569 largest_force_ev_per_a=3.9 total_charge=0 gap_ev=7.62
C 2.00638 -0.47738 0.97506 -2.0 0.1 2.1 -0.625
C 0.88945 -1.51436 0.53544 1.3 -1.5 -0.7 0.002
C 1.23600 -2.97802 1.07780 -0.6 0.4 1.4 -0.629
C -0.54872 -1.18569 1.00307 -0.5 -1.8 -3.2 -0.437
C -1.15045 -0.05916 0.25825 -0.5 3.4 1.8 0.210
N -1.65339 0.91493 1.01359 1.5 -0.5 -0.1 -0.233
N -2.15190 2.14384 0.59597 1.1 -0.3 -1.9 -0.442
C -1.96146 3.37850 1.22263 -0.5 1.0 2.8 0.269
N -1.33192 3.58783 2.46672 -0.4 -2.5 -2.9 -0.800
S -2.73093 4.77187 0.72707 0.0 -0.3 -1.3 -0.242
C -0.97439 -0.05184 -1.21402 -1.7 2.1 -1.2 0.079
N -2.01025 0.53691 -1.79260 1.6 -1.2 -0.9 -0.070
O -1.95498 0.70914 -3.21328 -0.1 -0.1 2.2 -0.540
C 0.35463 -0.50427 -1.79465 -0.9 0.0 1.3 0.163
N 0.85427 0.18576 -2.72466 -2.0 2.1 -1.5 -0.122
O 2.03585 -0.16914 -3.20033 2.4 -2.3 0.7 -0.556
C 0.96207 -1.64193 -1.07782 -0.4 -1.6 0.5 -0.489
H 1.82501 0.52824 0.61444 -0.3 0.2 -0.4 0.217
H 2.02277 -0.32570 2.11393 -0.1 -0.5 -1.5 0.216
H 2.99458 -0.72416 0.67920 0.8 -0.7 -0.4 0.219
H 2.05837 -3.41587 0.56349 0.2 -0.6 -1.4 0.216
H 0.35305 -3.67886 1.21667 1.0 0.9 -0.8 0.220
H 1.73142 -3.04134 2.06228 -0.6 1.0 0.2 0.220
H -0.62777 -1.15990 2.02705 -0.1 0.7 2.4 0.242
H -1.25446 -2.02881 0.71807 1.1 0.2 0.2 0.217
H -2.18954 2.26908 -0.43691 -0.5 -0.1 0.9 0.415
H -1.51601 4.47569 2.87070 -0.1 0.3 0.3 0.422
H -1.02423 2.78657 2.96620 0.3 -0.3 0.7 0.392
H -1.01198 0.78932 -3.35998 0.8 0.0 -0.7 0.472
H 2.38197 0.25644 -3.99528 -1.3 0.8 0.2 0.503
H 1.97112 -1.79229 -1.47635 0.0 0.1 0.6 0.248
H 0.41547 -2.58540 -1.42176 0.4 1.1 0.7 0.240


(3)
12
Properties=species:S:1:pos:R:3:forces:R:3:nbo_charge:R:1 method="wB97M-V/def2-TZVPD" total_energy_ev=-9811.289 largest_force_ev_per_a=2.7 total_charge=0 gap_ev=10.56
N -0.55117 -1.18024 0.53708 -0.7 0.7 -0.8 -0.605
C 0.29538 -0.20668 1.24626 0.1 0.1 0.2 0.437
O -0.31411 1.05297 1.00305 -0.1 0.1 0.0 -0.487
C -0.31477 0.98068 -0.40364 -0.2 0.5 -0.3 0.010
C -0.45966 -0.48560 -0.73868 2.2 -0.1 -1.3 -0.180
C 0.92373 0.22453 -0.73972 -0.7 -1.4 -0.6 0.020
O 1.49427 -0.15592 0.47720 -0.3 -0.1 0.5 -0.470
H -1.54187 -0.85738 0.47187 0.2 -0.9 2.5 0.383
H 0.52925 -0.36108 2.29858 -0.3 -0.1 -0.3 0.207
H -0.75396 1.80789 -0.92599 0.0 0.2 0.0 0.224
H -0.83501 -1.02140 -1.59283 -0.3 0.4 -0.2 0.237
H 1.52793 0.20224 -1.63319 0.2 0.4 0.3 0.226


(4)
59
Properties=species:S:1:pos:R:3:forces:R:3:nbo_charge:R:1 method="wB97M-V/def2-TZVPD" total_energy_ev=-83016.680 largest_force_ev_per_a=2.4 total_charge=-1 gap_ev=6.75
K -2.16728 -0.32588 -0.04361 0.1 -2.4 0.1 0.879
C -2.53733 3.04819 -1.99784 0.0 -0.1 0.1 -0.645
C -1.30059 3.23478 -1.17898 -0.2 0.1 -0.3 0.157
N -0.42247 4.11409 -1.57423 -0.3 0.0 -0.2 -0.429
C 0.66948 4.31820 -0.81981 0.4 0.1 0.2 -0.081
C 0.98556 3.54741 0.26826 0.1 0.0 -0.1 -0.068
C 2.23194 3.86088 1.05837 -0.2 0.4 -0.1 -0.087
O 3.35621 3.06817 0.71088 0.4 -0.3 -0.1 -0.727
C 0.10291 2.51198 0.66406 -0.5 0.4 -0.7 -0.198
C 0.58713 1.54511 1.58900 0.4 -0.7 0.8 0.137
N -0.07417 0.70307 2.30292 -0.8 0.7 -0.6 -0.494
C 0.62200 -0.06105 3.20462 0.6 -0.3 0.4 0.207
C 1.77322 0.41622 3.85983 -0.1 0.0 -0.1 -0.267
C 2.47454 -0.35652 4.75970 0.1 -0.1 0.0 -0.195
C 2.03831 -1.63466 5.06705 0.0 0.0 0.1 -0.243
C 0.87399 -2.10747 4.48819 0.0 -0.1 0.1 -0.241
C 0.17789 -1.33087 3.58335 -0.5 -0.2 -0.3 -0.172
I -1.61580 -2.13289 2.79791 0.3 0.1 0.2 0.142
C -1.18830 2.44788 0.03629 0.8 0.5 0.4 0.384
O -2.14505 1.75102 0.44400 -0.2 2.3 0.4 -0.758
H -2.54702 3.75247 -2.82614 0.0 0.0 0.0 0.216
H -3.40864 3.18879 -1.35851 -0.1 0.0 -0.1 0.224
H -2.57641 2.02719 -2.38247 -0.1 -0.1 -0.1 0.221
H 1.29897 5.14360 -1.13358 0.1 0.1 0.1 0.172
H 2.06600 3.69840 2.12678 0.0 0.0 -0.1 0.181
H 2.48561 4.92116 0.91486 -0.1 -0.1 0.1 0.164
H 3.43817 3.08863 -0.24927 -0.1 0.0 0.1 0.465
H 1.68458 1.50127 1.63819 -0.1 0.1 0.1 0.161
H 2.10027 1.42704 3.66378 0.0 0.1 0.0 0.212
H 3.36655 0.03939 5.22343 0.1 0.1 0.1 0.204
H 2.58232 -2.25293 5.76491 0.0 -0.1 0.1 0.205
H 0.49829 -3.08778 4.74153 0.0 -0.1 0.0 0.217
C 2.75629 0.59150 -1.38113 0.2 -0.1 0.3 -0.403
N 1.50459 0.41017 -2.05118 -0.6 -0.1 -0.4 -0.374
C 1.06262 1.03598 -3.19048 -0.1 0.0 -0.3 -0.091
C -0.10480 0.44556 -3.52325 0.2 0.6 -0.6 -0.059
N -0.39984 -0.53333 -2.61584 0.3 0.0 0.3 -0.528
B -1.75056 -1.30996 -2.74066 -0.2 0.0 -0.1 0.191
N -1.70920 -2.62773 -1.95379 -0.1 -0.2 0.3 -0.532
C -0.70007 -3.54639 -2.01985 0.3 -0.7 -0.2 -0.027
C -1.01716 -4.61079 -1.25074 0.4 -0.1 -0.4 -0.098
N -2.25110 -4.35044 -0.70874 0.2 0.5 -0.2 -0.372
C -3.01226 -5.15847 0.19683 -0.2 -0.1 0.2 -0.399
C -2.66133 -3.12782 -1.14363 -0.2 -0.4 0.1 0.254
S -4.15224 -2.50739 -0.72629 -1.1 0.4 0.3 -0.405
C 0.58422 -0.53647 -1.69522 0.5 0.1 0.1 0.239
S 0.79889 -1.47986 -0.33918 0.2 -0.5 1.0 -0.380
H 3.33948 1.34702 -1.90512 -0.1 0.0 -0.1 0.189
H 3.30634 -0.35372 -1.36404 0.0 0.1 0.0 0.218
H 2.58794 0.89227 -0.34673 0.1 0.0 -0.1 0.236
H 1.60045 1.83954 -3.65189 0.1 0.1 -0.1 0.217
H -0.75329 0.64014 -4.35266 -0.1 0.1 -0.1 0.223
H -1.88916 -1.56631 -3.90521 -0.1 0.1 -0.3 -0.052
H -2.62372 -0.60557 -2.29995 -0.1 -0.1 -0.5 -0.058
H 0.17384 -3.37152 -2.61303 0.2 0.0 0.0 0.226
H -0.47845 -5.51432 -1.04198 0.1 -0.1 0.0 0.210
H -2.55304 -6.14190 0.27937 0.1 0.0 0.0 0.196
H -4.03431 -5.24473 -0.18078 0.1 -0.1 0.1 0.227
H -3.05499 -4.68035 1.18168 0.0 -0.1 -0.1 0.213


(5)
10
Properties=species:S:1:pos:R:3:forces:R:3:nbo_charge:R:1 method="wB97M-V/def2-TZVPD" total_energy_ev=-8095.982 largest_force_ev_per_a=2.0 total_charge=0 gap_ev="9.48 / 9.48"
C -1.52176 -0.40829 0.04646 -0.5 -0.4 -0.1 -0.425
N 0.43565 0.21949 0.01507 0.3 0.7 0.2 -0.026
C 0.76956 1.21742 0.53466 -0.4 -0.4 0.5 -0.040
N 2.96674 -0.31392 -0.44796 -0.4 -1.9 -0.6 -0.022
N 2.50485 -1.28413 -0.69468 1.3 1.4 0.3 0.015
N -0.14208 -0.82395 -0.31955 -0.3 0.9 0.1 -0.309
H -1.56882 -0.05154 1.09325 0.0 -0.4 -0.2 0.184
H -2.15890 -1.25780 -0.12795 -0.5 -0.1 0.0 0.208
H -1.81028 0.45339 -0.58278 -0.1 -0.5 0.1 0.182
H 0.52504 2.24931 0.48348 0.6 0.6 -0.4 0.234


(6)
13
Properties=species:S:1:pos:R:3:forces:R:3:nbo_charge:R:1 method="wB97M-V/def2-TZVPD" total_energy_ev=-75337.937 largest_force_ev_per_a=4.0 total_charge=0 gap_ev=9.83
C -1.72945 0.54788 -0.10875 -0.6 1.5 2.2 -0.636
C -0.58565 -0.29663 0.42997 1.7 1.5 0.0 -0.207
C 0.44011 -0.80725 -0.56834 -1.0 -0.9 -1.2 -0.244
C 1.66827 -0.77649 0.20270 3.6 1.8 -0.2 -0.391
C 0.75147 0.40008 0.22552 -0.1 -0.9 -0.9 -0.134
Br 1.13952 2.14216 -0.23683 0.3 0.8 -0.2 0.087
H -1.38708 1.61736 -0.41558 -0.6 -2.1 0.3 0.230
H -2.44781 0.72564 0.79779 0.9 -0.4 -1.9 0.222
H -2.20089 0.02583 -0.92172 -0.6 0.1 -0.3 0.219
H -0.59956 -0.69271 1.44562 -0.7 -0.5 -0.3 0.206
H 0.35262 -1.14351 -1.63327 -0.2 0.8 1.2 0.241
H 1.90669 -1.21907 1.14895 -0.3 -0.9 0.4 0.198
H 2.69175 -0.52327 -0.36609 -2.4 -0.8 1.0 0.210